(1)
Entry from the OMol25 dataset: a 2-piece molecular cluster, C2H4N2O overall in a non-equilibrium geometry (ωB97M-V with the def2-TZVPD basis set).

XYZ file:
```
9
Properties=species:S:1:pos:R:3:forces:R:3
N -2.700 -1.236 0.243 -0.392 -0.353 0.070
N 0.809 -0.897 0.563 -0.277 0.945 -0.473
H -0.105 2.193 0.326 -0.109 -0.245 -0.080
H -0.531 0.577 -1.206 -0.055 0.162 0.155
C -1.939 -0.392 0.055 -0.193 0.228 0.192
H 0.360 -1.188 1.431 -0.218 -0.114 -0.051
C -0.990 0.594 -0.224 1.606 -0.903 -0.246
O -0.866 1.648 0.572 -0.210 0.391 0.327
H 0.660 -1.658 -0.101 -0.152 -0.110 0.106
```
Positions in Å, forces in eV/Å.

As for the gap between HOMO and LUMO (alpha / beta): 9.966 / 7.997 eV. As for the spin multiplicity: 1. The value obtained for the electronic energy is -263.22427 hartree. For the relative energy (zero: lowest compared OMol25 entry of this formula, charge and spin), the calculation gives 364.95 kJ/mol.

***

(2)
Entry from the OMol25 dataset: C4H17N4O2PSSe4Tl as an isolated structure in a non-equilibrium geometry (ωB97M-V with the def2-TZVPD basis set).

XYZ file:
```
34
Properties=species:S:1:pos:R:3:forces:R:3
H 2.939 -2.261 0.425 0.112 -0.311 -0.112
Se -5.547 0.608 -0.619 0.338 0.139 -0.018
S -0.346 1.774 -0.619 1.799 2.490 0.097
H -1.869 -3.395 1.848 -0.553 0.360 -0.138
H -2.018 3.923 -0.557 0.107 -0.264 -0.018
H 1.222 5.719 0.327 0.138 0.219 -0.030
H 0.746 -0.595 -0.619 -0.892 1.445 -1.278
C 2.025 -1.918 -0.065 1.586 -0.044 1.198
Se -3.184 -2.109 -0.619 -2.072 -3.178 0.411
H 2.560 -2.884 -1.824 0.380 0.070 0.086
N 2.275 -1.933 -1.548 -1.137 -1.591 0.204
H 1.207 5.821 -1.456 0.183 0.265 0.046
O -0.480 -2.551 -0.619 1.698 -4.579 -0.010
H -0.727 -4.446 2.346 -0.077 0.127 0.318
C 0.014 -2.557 2.045 0.204 0.817 0.545
O 1.036 -4.405 0.417 -0.090 0.859 0.065
N -1.074 4.289 -0.529 -0.013 0.526 -0.120
H -1.388 -3.367 3.470 -0.068 0.266 0.701
H 1.923 3.188 -0.711 -0.438 0.101 -0.011
H 2.926 -1.232 -1.905 0.130 0.429 0.051
H 1.338 -1.821 -1.984 0.176 0.684 0.073
N 1.197 3.896 -0.675 0.576 -0.384 -0.008
Tl -1.116 -0.595 -0.619 -1.004 1.620 -0.067
Se -3.184 0.919 -0.619 -2.189 2.912 0.063
C 1.607 5.278 -0.596 -0.457 -0.211 0.005
Se -5.547 -1.798 -0.619 0.519 -0.048 -0.076
N -1.078 -3.484 2.504 0.763 -0.787 -1.994
C -0.060 3.407 -0.617 -0.025 0.901 -0.012
H -0.952 5.260 -0.770 0.025 -0.074 0.092
H 2.699 5.321 -0.604 -0.229 0.084 -0.010
P 0.590 -2.969 0.360 0.051 -2.670 -0.359
H -0.390 -1.542 2.086 0.021 0.008 0.102
H 0.833 -2.661 2.761 -0.006 0.057 0.009
H 1.820 -0.878 0.203 0.445 -0.237 0.197
```
Positions in Å, forces in eV/Å.

As for the gap between HOMO and LUMO (alpha / beta): 3.250 / 2.525 eV. As for the spin multiplicity: 1. The value obtained for the electronic energy is -11049.64863 hartree. Its total charge is -1.

***

(3)
Entry from the OMol25 dataset: a 3-piece molecular cluster, C7H8N2O2 overall in a non-equilibrium geometry (ωB97M-V with the def2-TZVPD basis set).

XYZ file:
```
19
Properties=species:S:1:pos:R:3:forces:R:3
H 1.238 2.851 0.006 -0.867 -1.032 1.110
H 2.251 1.886 1.145 -0.606 -0.601 -0.948
C -0.639 0.853 -0.123 -9.947 5.646 -2.546
O -3.446 1.168 -0.180 0.815 -1.594 -0.771
H 2.608 -2.017 1.289 -1.768 3.626 -4.650
C -1.381 -1.411 -0.262 -0.076 -0.293 0.098
C 0.900 -0.770 -0.143 4.280 1.160 3.648
O -3.790 -0.848 0.640 3.818 2.041 -3.333
N 2.248 -1.257 0.181 3.656 1.237 -0.164
C 0.558 0.625 0.021 10.412 -1.192 1.050
H 0.353 -2.645 -0.815 -0.716 0.929 2.011
C -1.662 -0.100 -0.291 2.584 -2.136 0.621
N -2.970 0.022 -0.062 -8.754 3.748 4.655
H 2.175 1.899 -0.635 3.244 -0.876 -3.195
H -2.331 -1.921 -0.056 1.054 -1.354 -0.566
H -0.896 1.924 -0.320 -0.397 -0.879 0.870
C 1.646 1.817 0.206 -3.336 0.027 2.294
C -0.037 -1.700 -0.273 0.216 -4.710 -2.997
H 3.176 -0.374 -0.328 -3.614 -3.748 2.811
```
Positions in Å, forces in eV/Å.

As for the gap between HOMO and LUMO: 7.859 eV. As for the spin multiplicity: 1. The value obtained for the electronic energy is -531.15658 hartree. For the relative energy (zero: lowest compared OMol25 entry of this formula, charge and spin), the calculation gives 1056.73 kJ/mol.

***

(4)
Entry from the OMol25 dataset: C26H25CdN6O4S5 as an isolated structure in a non-equilibrium geometry (ωB97M-V with the def2-TZVPD basis set).

XYZ file:
```
67
Properties=species:S:1:pos:R:3:forces:R:3
C 4.153 -0.219 -2.047 -0.009 0.020 0.066
H 3.463 -1.980 1.462 -0.001 0.031 -0.015
S -1.372 2.384 -5.575 -0.003 -0.020 0.029
H -0.189 -2.975 3.445 -0.026 0.009 -0.019
C 3.584 -0.916 -0.996 0.070 -0.060 0.047
H -5.108 1.909 2.050 -0.033 -0.030 -0.008
S -1.186 2.268 -2.634 0.096 0.238 0.130
C 2.383 -1.952 1.517 -0.002 -0.030 0.006
H 3.034 -4.170 3.184 -0.023 -0.035 0.020
C 1.195 3.231 4.315 -0.006 -0.061 -0.052
H -7.281 0.239 -1.732 -0.003 0.010 0.016
H -6.267 0.728 0.469 0.030 -0.039 0.025
H 7.104 -1.518 -1.920 -0.036 0.005 -0.001
C -0.778 0.100 -4.361 0.219 0.122 -0.104
H 3.230 -1.642 4.387 -0.022 -0.007 -0.027
C 3.403 0.772 -2.665 0.053 -0.047 0.072
H -0.419 0.889 4.175 -0.017 -0.096 -0.044
H 5.467 -1.113 -3.455 0.010 -0.008 -0.005
O 3.593 -2.504 4.154 0.026 0.002 0.006
H 1.938 1.213 4.573 0.020 -0.019 -0.020
N -3.467 0.246 -1.305 0.082 -0.176 0.163
H -3.771 1.342 3.068 -0.021 0.001 0.026
H 0.527 3.231 5.180 0.024 0.008 0.015
H -5.021 0.206 2.533 -0.048 0.030 -0.013
C 2.293 -0.589 -0.589 0.039 0.024 -0.110
C -1.078 1.398 -4.136 -0.098 -0.069 -0.172
C -5.379 -0.014 -2.698 -0.066 0.023 0.069
H 6.049 0.414 -2.778 -0.012 0.017 -0.001
H -5.779 -0.222 -3.680 0.026 0.007 -0.008
C 1.436 1.811 3.808 -0.124 0.139 -0.016
C 2.116 1.007 -2.219 0.055 0.080 -0.083
H 1.880 -3.652 4.421 -0.017 -0.026 -0.016
N 0.220 1.121 3.428 0.074 0.063 0.011
H -1.393 -1.734 1.657 0.006 0.041 0.032
H 0.737 3.820 3.520 -0.003 0.022 0.025
N -2.303 0.761 1.070 0.225 0.130 -0.159
C -1.819 -2.314 -1.536 -0.760 -0.578 0.479
S -0.273 -1.110 -3.212 -0.067 0.066 -0.123
N 0.304 -1.199 0.645 -0.027 -0.013 -0.174
C 0.358 -2.508 2.635 0.051 -0.051 0.047
N -1.687 0.929 2.257 -0.118 -0.390 0.429
H 4.144 -1.707 -0.520 0.003 0.028 0.028
C 1.739 -2.581 2.573 0.033 0.039 -0.033
C 5.542 -0.525 -2.533 0.007 -0.034 -0.083
O -1.081 1.352 -7.988 -0.048 -0.025 0.024
H -3.310 -0.188 -3.296 0.015 0.006 0.025
C -4.247 0.498 -0.254 -0.091 0.005 -0.124
S 0.347 2.167 0.959 -0.132 -0.154 0.069
C -6.204 0.242 -1.615 0.070 -0.007 -0.035
C -0.429 1.352 2.234 -0.147 0.365 -0.136
C -5.636 0.506 -0.380 -0.089 0.059 0.012
H 2.067 1.853 2.922 0.079 -0.083 0.050
N 1.576 0.335 -1.210 0.083 0.023 0.090
C 1.638 -1.273 0.561 -0.047 0.017 0.064
H 2.137 3.703 4.601 -0.017 0.015 0.019
S -0.751 -0.415 -6.053 0.074 0.000 0.045
Cd -0.953 0.355 -0.908 0.325 0.610 -0.454
C -3.588 0.778 1.038 0.071 0.024 0.193
C -0.313 -1.810 1.646 -0.061 0.007 -0.058
C -4.009 0.004 -2.488 0.152 -0.033 -0.138
C -1.063 1.151 -6.793 -0.043 0.021 -0.002
O -1.175 -3.127 -1.070 0.192 -0.233 -0.119
O 6.265 -1.242 -1.542 0.001 -0.022 0.009
C -4.428 1.078 2.245 0.081 0.001 -0.038
H 1.484 1.763 -2.676 -0.068 -0.067 -0.014
C 2.543 -3.302 3.623 0.014 0.071 0.045
H 3.808 1.342 -3.493 -0.026 0.036 0.018
```
Positions in Å, forces in eV/Å.

As for the gap between HOMO and LUMO: 5.537 eV. As for the spin multiplicity: 1. The value obtained for the electronic energy is -3794.08047 hartree. For the relative energy (zero: lowest compared OMol25 entry of this formula, charge and spin), the calculation gives 64.05 kJ/mol. Its total charge is -1.